{
  "formula": "C8H10N3O2",
  "method": "wB97M-V/def2-TZVPD",
  "species": ["C", "C", "C", "C", "C", "C", "C", "C", "N", "N", "N", "O", "O", "H", "H", "H", "H", "H", "H", "H", "H", "H", "H"],
  "positions_angstrom": [[-0.45392, -0.86399, 0.27244], [-1.78873, -0.90136, 0.23226], [-2.57790, 0.34608, 0.23051], [-0.42121, 1.46696, -0.20800], [1.60668, 2.70171, -0.03561], [1.69024, 0.37734, -0.12008], [-2.46098, -2.25489, 0.39381], [3.20665, -1.56490, -0.48756], [2.27936, 1.45164, -0.16010], [-1.77910, 1.46356, -0.10434], [0.24962, 0.32482, 0.06526], [-3.73350, 0.58883, 0.51435], [0.23323, 2.59453, -0.48467], [0.15363, -1.79250, 0.21387], [1.72781, 2.92813, 0.94432], [2.10580, 3.49012, -0.69458], [-2.17890, -2.68170, 1.32009], [-1.83905, -2.90733, -0.32482], [-3.61659, -2.28320, 0.23952], [4.04897, -0.92253, -0.58168], [2.80005, -2.06367, -1.35192], [3.06540, -1.79462, 0.54410], [-2.31757, 2.29698, -0.41717]],
  "nbo_charge": [0.042, -0.107, 0.641, 0.823, 0.065, 0.372, -0.640, -0.305, -0.477, -0.573, -0.458, -0.489, -0.437, 0.251, 0.202, 0.236, 0.242, 0.231, 0.275, 0.210, 0.217, 0.209, 0.469],
  "lumo_ev": [-4.6, -4.6],
  "total_charge": 1,
  "relative_energy_kj_mol": 493.03,
  "homo_lumo_gap_ev": [8.6, 8.6],
  "largest_force_ev_per_a": 4.0,
  "e_tot_ev": -17012.5224
}

{
  "formula": "C26H34BrEuN3O5S",
  "method": "wB97M-V/def2-TZVPD",
  "species": ["Eu", "C", "C", "C", "C", "C", "C", "C", "Br", "C", "O", "C", "C", "C", "C", "C", "C", "H", "H", "H", "H", "H", "H", "H", "H", "H", "H", "H", "H", "H", "H", "H", "H", "H", "H", "H", "H", "C", "C", "C", "C", "N", "N", "C", "H", "H", "H", "H", "H", "H", "H", "H", "O", "C", "N", "S", "O", "O", "C", "C", "C", "C", "C", "C", "H", "H", "H", "H", "O", "H", "H"],
  "positions_angstrom": [[-1.57337, 0.69411, 0.41698], [2.72371, -5.95241, -1.73464], [2.06844, -5.68999, -0.37338], [3.10916, -5.90603, 0.73243], [0.94229, -6.70417, -0.18842], [1.54936, -4.24883, -0.30782], [0.24558, -3.92805, 0.03635], [-0.13597, -2.59648, 0.07092], [-1.86845, -2.21187, 0.60578], [0.70634, -1.51242, -0.23838], [0.21439, -0.30849, -0.22343], [2.05563, -1.84227, -0.52578], [2.41802, -3.18492, -0.56413], [3.07876, -0.73368, -0.78864], [3.18010, 0.16848, 0.44901], [4.47648, -1.28837, -1.07252], [2.65170, 0.09185, -2.01060], [3.07898, -6.98640, -1.79869], [3.58263, -5.29848, -1.90445], [2.01076, -5.78626, -2.54733], [3.48364, -6.93568, 0.73302], [2.67789, -5.69960, 1.71615], [3.96731, -5.24114, 0.59802], [1.33390, -7.71833, -0.30588], [0.14649, -6.56773, -0.92671], [0.48939, -6.64536, 0.80628], [-0.47341, -4.70123, 0.27627], [3.44566, -3.43851, -0.79984], [3.55422, -0.39939, 1.30817], [2.20745, 0.58401, 0.70487], [3.87761, 0.99526, 0.26822], [4.86569, -1.89458, -0.24832], [5.16858, -0.45365, -1.21941], [4.50601, -1.89816, -1.98149], [1.67805, 0.55390, -1.86017], [2.59771, -0.54315, -2.90041], [3.38808, 0.87930, -2.20808], [1.67309, 5.40001, 1.67991], [0.74200, 4.66419, 0.76661], [0.02239, 5.07423, -0.32817], [-0.66617, 3.91397, -0.77439], [-0.38618, 2.88899, -0.00112], [0.45988, 3.35673, 0.93033], [-1.57655, 3.79648, -1.95855], [1.76047, 6.43532, 1.35344], [2.67312, 4.96223, 1.66906], [1.31200, 5.40780, 2.70975], [-0.00004, 6.06748, -0.74837], [0.82491, 2.70852, 1.61057], [-1.06359, 4.10714, -2.87016], [-2.45942, 4.43101, -1.84674], [-1.93758, 2.78118, -2.10775], [-2.47819, 2.53940, 2.33245], [-3.47006, 2.11039, 1.77170], [-3.69619, 0.75398, 1.46762], [-4.46900, 0.68633, 0.08229], [-5.41367, -0.38377, -0.06033], [-3.45645, 0.83467, -0.98176], [-5.25173, 2.25353, 0.20491], [-6.31896, 2.76376, -0.50353], [-6.69086, 4.07153, -0.19845], [-6.00006, 4.81264, 0.75928], [-4.91873, 4.26622, 1.44913], [-4.56605, 2.96833, 1.16331], [-6.84724, 2.18704, -1.25143], [-7.53272, 4.51308, -0.71671], [-6.30953, 5.82696, 0.98010], [-4.37375, 4.83164, 2.19599], [-0.33610, 0.54279, 2.72209], [0.16756, -0.19176, 3.08317], [-0.84538, 0.96665, 3.42177]],
  "lowdin_charge": [1.422, -0.053, -0.563, -0.051, -0.074, -0.182, -0.090, -0.595, 0.874, -0.416, -0.350, -0.088, 0.014, -0.537, -0.046, -0.076, -0.042, 0.083, 0.075, 0.092, 0.084, 0.089, 0.078, 0.084, 0.089, 0.085, 0.092, 0.091, 0.089, 0.054, 0.083, 0.085, 0.084, 0.087, 0.068, 0.091, 0.083, -0.017, -0.296, 0.021, -0.335, -0.029, 0.045, -0.021, 0.080, 0.082, 0.082, 0.111, 0.146, 0.082, 0.082, 0.058, 0.021, -0.538, -0.210, 0.580, -0.273, -0.439, -0.227, -0.020, -0.061, -0.059, -0.002, -0.142, 0.125, 0.108, 0.106, 0.124, -0.111, 0.068, 0.052],
  "lumo_ev": [0.0, 0.0],
  "s_squared": 15.7593,
  "relative_energy_kj_mol": 0.00,
  "spin_multiplicity": 8,
  "homo_lumo_gap_ev": [6.2, 7.3],
  "largest_force_ev_per_a": 2.0,
  "e_tot_ev": -142431.0554
}

{
  "formula": "C49H80BN8NiO5S3Si",
  "method": "wB97M-V/def2-TZVPD",
  "species": ["Ni", "C", "C", "C", "C", "N", "N", "B", "N", "N", "C", "C", "C", "C", "C", "S", "C", "C", "C", "C", "N", "N", "C", "C", "C", "C", "C", "S", "C", "C", "C", "C", "C", "S", "C", "C", "C", "C", "H", "H", "H", "H", "H", "H", "H", "H", "H", "H", "H", "H", "H", "H", "H", "H", "H", "H", "H", "H", "H", "H", "H", "H", "H", "H", "H", "H", "H", "H", "H", "H", "H", "H", "H", "H", "H", "H", "H", "C", "C", "N", "C", "C", "C", "O", "C", "C", "C", "C", "N", "C", "H", "H", "H", "H", "H", "H", "H", "H", "H", "H", "H", "H", "H", "H", "C", "C", "C", "C", "O", "Si", "O", "O", "C", "C", "C", "C", "O", "C", "C", "C", "C", "H", "H", "H", "H", "H", "H", "H", "H", "H", "H", "H", "H", "H", "H", "H", "H", "H", "H", "H", "H", "H", "H", "H", "H", "H", "H", "H"],
  "positions_angstrom": [[-0.29774, 0.49441, -1.34812], [-0.59314, 3.31649, 2.93327], [0.05099, 1.97977, 2.79598], [0.51877, 1.25762, 3.84376], [1.11661, -0.01362, 3.62791], [1.29365, -0.49214, 2.42826], [0.84385, 0.21106, 1.38336], [1.20100, -0.16838, -0.10242], [1.42154, -1.69762, -0.39460], [2.13679, -2.39914, 0.49913], [2.30150, -3.67643, 0.29998], [1.71317, -4.33528, -0.81265], [1.07756, -3.61880, -1.77177], [0.47543, -4.23646, -2.98746], [0.96139, -2.21513, -1.54201], [0.25255, -1.19850, -2.70738], [3.14061, -4.46353, 1.28694], [4.16138, -5.31083, 0.52018], [2.20210, -5.37915, 2.08264], [3.87573, -3.52429, 2.23539], [2.47873, 0.61799, -0.48168], [3.48785, 0.45534, 0.39652], [4.64165, 0.97932, 0.11202], [4.85502, 1.67708, -1.11561], [3.83085, 1.89154, -1.97699], [3.96942, 2.63340, -3.25981], [2.55283, 1.36630, -1.59382], [1.14893, 1.72149, -2.47375], [5.76116, 0.81211, 1.11589], [6.27165, 2.20220, 1.51253], [5.26425, 0.07469, 2.35434], [6.89190, 0.00703, 0.46526], [0.17583, 1.37586, 1.50673], [-0.53559, 2.08041, 0.13662], [1.61306, -0.88056, 4.77732], [1.06955, -2.30111, 4.59105], [1.14069, -0.35162, 6.13273], [3.14486, -0.87863, 4.76659], [-0.69685, 3.58780, 3.98038], [-1.57590, 3.32001, 2.46517], [-0.00149, 4.07765, 2.42634], [0.43815, 1.65390, 4.84285], [1.78111, -5.40833, -0.89980], [0.59702, -5.31554, -2.96317], [0.93904, -3.84547, -3.89276], [-0.58693, -3.99662, -3.04433], [3.69361, -6.08707, -0.07834], [4.82336, -5.80312, 1.23042], [4.77314, -4.69138, -0.13547], [1.61692, -6.02809, 1.43458], [1.50383, -4.79226, 2.67646], [2.78519, -6.00249, 2.75664], [4.66598, -2.98267, 1.71885], [4.32548, -4.09752, 3.04276], [3.19366, -2.79323, 2.65381], [5.84759, 2.02114, -1.36650], [5.00897, 2.89391, -3.44244], [3.37889, 3.54842, -3.23607], [3.59581, 2.03491, -4.08874], [5.47210, 2.80522, 1.93947], [6.69209, 2.74289, 0.66718], [7.05470, 2.10072, 2.26070], [4.46011, 0.61882, 2.84329], [6.08530, -0.03736, 3.05943], [4.88589, -0.91167, 2.09793], [7.29763, 0.50556, -0.41338], [6.54431, -0.98125, 0.16718], [7.70616, -0.11952, 1.17639], [-0.00211, -2.32424, 4.78651], [1.55457, -2.97923, 5.28842], [1.24065, -2.66084, 3.58146], [0.05512, -0.29041, 6.19451], [1.56076, 0.62551, 6.36380], [1.47516, -1.03599, 6.91071], [3.53671, -1.16703, 3.79749], [3.52021, -1.57047, 5.51675], [3.52790, 0.11359, 5.00095], [-4.46151, -2.46405, 3.02830], [-2.96830, -2.48667, 3.31973], [-2.27492, -3.67475, 2.83302], [-1.95122, -4.71246, 3.80494], [-3.18729, -5.32887, 4.44012], [-1.93016, -3.85646, 1.54592], [-1.37314, -4.85187, 1.11906], [-2.28591, -2.78022, 0.55592], [-3.29847, -2.99764, -0.37258], [-3.54586, -2.02938, -1.32407], [-2.71365, -0.92182, -1.39546], [-1.69452, -0.74720, -0.54152], [-1.52186, -1.63799, 0.44080], [-4.91543, -1.59789, 3.50343], [-4.94953, -3.35589, 3.41018], [-4.65743, -2.39874, 1.96042], [-2.80286, -2.46687, 4.39963], [-2.48921, -1.58866, 2.91908], [-1.30474, -4.27349, 4.57273], [-1.37337, -5.47109, 3.27556], [-3.74879, -4.60916, 5.03304], [-2.89070, -6.13877, 5.10178], [-3.84755, -5.73870, 3.67871], [-3.88442, -3.90358, -0.32776], [-4.34377, -2.13774, -2.04206], [-2.80732, -0.16008, -2.15720], [-0.72695, -1.44519, 1.14558], [-5.44445, 3.96674, -1.93611], [-4.29342, 3.43729, -1.08911], [-4.51392, 1.96971, -0.73149], [-4.12110, 4.27096, 0.17532], [-3.08315, 3.58477, -1.81549], [-2.40888, 2.65976, -2.98901], [-1.63348, 1.40775, -2.40317], [-1.38940, 3.63367, -3.80169], [-0.96998, 4.97743, -3.68302], [-0.30821, 5.15764, -2.31650], [0.02884, 5.21500, -4.81272], [-2.17084, 5.90813, -3.82598], [-3.62306, 2.15509, -3.97357], [-3.56604, 1.72686, -5.31957], [-2.27186, 0.96354, -5.57860], [-4.77183, 0.81366, -5.51793], [-3.66196, 2.95287, -6.21987], [-6.39347, 3.83036, -1.41950], [-5.47904, 3.43725, -2.88532], [-5.30820, 5.02780, -2.13537], [-5.36021, 1.86815, -0.05400], [-3.62346, 1.56995, -0.24668], [-4.71649, 1.38719, -1.62743], [-5.03318, 4.26629, 0.76948], [-3.87987, 5.29900, -0.08513], [-3.30815, 3.86866, 0.77852], [0.48401, 4.42294, -2.18313], [-1.04074, 5.02214, -1.51924], [0.11975, 6.15429, -2.22916], [0.86822, 4.52781, -4.72101], [0.40724, 6.23542, -4.78630], [-0.44636, 5.04753, -5.77671], [-2.92234, 5.67074, -3.07691], [-2.61901, 5.79968, -4.81190], [-1.86206, 6.94404, -3.70075], [-2.15434, 0.16468, -4.84855], [-1.41162, 1.62580, -5.50053], [-2.28853, 0.52886, -6.57564], [-4.69244, -0.06026, -4.87235], [-4.83521, 0.47633, -6.55020], [-5.68891, 1.34388, -5.26816], [-2.84644, 3.63729, -5.99849], [-4.60435, 3.47023, -6.05228], [-3.60346, 2.66722, -7.26778]],
  "lowdin_charge": [-0.123, -0.041, -0.230, 0.083, -0.185, 0.187, 0.002, -0.561, 0.020, 0.192, -0.189, 0.079, -0.231, -0.045, -0.537, 0.914, -0.537, -0.036, -0.022, -0.047, 0.023, 0.199, -0.193, 0.078, -0.226, -0.042, -0.514, 0.916, -0.545, -0.032, -0.059, -0.029, -0.520, 0.970, -0.526, -0.037, -0.055, -0.035, 0.091, 0.068, 0.099, 0.120, 0.131, 0.090, 0.090, 0.085, 0.079, 0.093, 0.094, 0.087, 0.072, 0.093, 0.077, 0.100, 0.039, 0.128, 0.091, 0.089, 0.091, 0.093, 0.081, 0.092, 0.071, 0.101, 0.054, 0.081, 0.090, 0.093, 0.072, 0.097, 0.052, 0.091, 0.085, 0.095, 0.038, 0.098, 0.092, -0.049, -0.200, -0.046, -0.196, -0.066, -0.430, 0.072, -0.110, 0.019, 0.003, -0.104, 0.017, -0.052, 0.083, 0.071, 0.065, 0.120, 0.109, 0.109, 0.116, 0.069, 0.080, 0.085, 0.136, 0.120, 0.094, 0.114, -0.015, -0.640, -0.028, -0.020, -0.114, -0.029, -0.391, -0.105, -0.641, -0.029, -0.018, -0.012, -0.099, -0.649, -0.027, -0.023, -0.014, 0.090, 0.077, 0.087, 0.092, 0.064, 0.080, 0.089, 0.089, 0.060, 0.041, 0.076, 0.088, 0.075, 0.088, 0.085, 0.072, 0.085, 0.090, 0.074, 0.082, 0.091, 0.078, 0.087, 0.086, 0.067, 0.092, 0.089],
  "lumo_ev": -3.3,
  "total_charge": 1,
  "homo_lumo_gap_ev": 7.3,
  "largest_force_ev_per_a": 0.7,
  "e_tot_ev": -156377.5903
}

{
  "formula": "C5H6O",
  "method": "wB97M-V/def2-TZVPD",
  "species": ["C", "C", "C", "O", "C", "C", "H", "H", "H", "H", "H", "H"],
  "positions_angstrom": [[-1.67297, -0.06156, -0.22449], [-0.26052, 0.46791, 0.05560], [0.84703, -0.01243, -0.90392], [0.51194, 0.11465, -2.04804], [2.07470, -0.42589, -0.19919], [1.98290, -0.35603, 1.05053], [-2.25493, 0.12248, 0.68197], [-1.68691, -1.13411, -0.44682], [-2.20537, 0.45508, -1.04155], [0.56760, 0.10415, 1.21467], [-0.28146, 1.57017, 0.02634], [2.48605, -0.47800, 1.98466]],
  "nbo_charge": [-0.647, -0.290, 0.495, -0.488, -0.142, -0.239, 0.228, 0.218, 0.235, 0.163, 0.222, 0.245],
  "lumo_ev": [-0.7, -0.7],
  "relative_energy_kj_mol": 484.37,
  "homo_lumo_gap_ev": [8.6, 8.6],
  "largest_force_ev_per_a": 3.3,
  "e_tot_ev": -7324.2644
}

{
  "formula": "C2H4N4",
  "method": "wB97M-V/def2-TZVPD",
  "species": ["N", "C", "C", "N", "N", "N", "H", "H", "H", "H"],
  "positions_angstrom": [[1.17460, -0.80034, -0.33452], [-0.02430, -0.06210, 0.04934], [-1.18223, -0.00619, 0.79084], [-1.72691, 1.19338, 0.48298], [-0.94873, 1.82146, -0.38719], [0.08648, 1.07295, -0.65835], [1.03221, -1.66181, -0.86903], [1.86691, -0.96490, 0.40158], [-1.66470, -0.67532, 1.48834], [1.38666, 0.08287, -0.96399]],
  "nbo_charge": [-0.722, 0.086, -0.151, -0.282, -0.092, -0.383, 0.420, 0.420, 0.217, 0.486],
  "lumo_ev": -0.2,
  "relative_energy_kj_mol": 300.02,
  "homo_lumo_gap_ev": 9.0,
  "largest_force_ev_per_a": 1.4,
  "e_tot_ev": -8096.2046
}

{
  "formula": "C5H20FN10O5",
  "method": "wB97M-V/def2-TZVPD",
  "species": ["F", "C", "O", "N", "N", "H", "H", "H", "H", "C", "O", "N", "N", "H", "H", "H", "H", "C", "O", "N", "N", "H", "H", "H", "H", "C", "O", "N", "N", "H", "H", "H", "H", "C", "O", "N", "N", "H", "H", "H", "H"],
  "positions_angstrom": [[20.42244, 16.29752, -19.70180], [17.62008, 15.69017, -17.64692], [16.58416, 15.48432, -17.02574], [17.84972, 16.81083, -18.39846], [18.63249, 14.78394, -17.75148], [17.15074, 17.52350, -18.47724], [18.74231, 16.93496, -18.86476], [18.47052, 13.89983, -17.30866], [19.51413, 15.03785, -18.16390], [22.48263, 18.95508, -18.44730], [23.22975, 19.56061, -17.67801], [22.86289, 18.41955, -19.64220], [21.29154, 18.40908, -18.03776], [22.25941, 17.73118, -20.05259], [23.76985, 18.63898, -20.00012], [20.86828, 17.79419, -18.72433], [20.96337, 18.51587, -17.10018], [17.64337, 16.91798, -22.07449], [16.57231, 16.96403, -22.66213], [18.39183, 18.05529, -21.89310], [18.23897, 15.79955, -21.59201], [19.32681, 18.09911, -21.52898], [18.05001, 18.80840, -22.46239], [17.76035, 14.92033, -21.61221], [19.05441, 15.91015, -21.00376], [23.28106, 17.28406, -23.15492], [23.17623, 18.29829, -22.48747], [23.87197, 17.25197, -24.38828], [22.71197, 16.10748, -22.72788], [24.22114, 18.10086, -24.79036], [23.94631, 16.40980, -24.92590], [22.15819, 16.33572, -21.91583], [22.90370, 15.17051, -23.01829], [22.08737, 13.60429, -18.16461], [22.37046, 12.66984, -17.42664], [21.05802, 13.53947, -19.06065], [22.74145, 14.80408, -18.20686], [20.81070, 14.37011, -19.59049], [20.51008, 12.70211, -19.06153], [23.62504, 14.88605, -17.74377], [22.32017, 15.58259, -18.69006]],
  "nbo_charge": [-0.908, 0.773, -0.699, -0.867, -0.868, 0.396, 0.421, 0.395, 0.423, 0.768, -0.700, -0.850, -0.877, 0.403, 0.407, 0.422, 0.400, 0.775, -0.692, -0.865, -0.858, 0.405, 0.392, 0.394, 0.431, 0.775, -0.666, -0.850, -0.865, 0.403, 0.384, 0.422, 0.397, 0.772, -0.692, -0.879, -0.863, 0.429, 0.395, 0.399, 0.421],
  "lumo_ev": 2.4,
  "total_charge": -1,
  "relative_energy_kj_mol": 28.28,
  "homo_lumo_gap_ev": 9.1,
  "largest_force_ev_per_a": 3.0,
  "e_tot_ev": -33374.2216
}